Record 1
Formula: C3H10NO2S
Source: OMol25
Level of theory: the ωB97M-V functional and the def2-TZVPD basis

Each line ends with the Löwdin charge.
Element x y z (Å)
C  0.694152  0.039843  0.607706  0.00
C  -0.155870  0.116347  -1.693329  0.01
C  -0.291301  2.123292  -0.085226  0.01
N  0.023378  0.642995  -0.335507  -0.19
O  2.480396  -0.275147  -0.112362  -0.50
O  5.252608  0.291912  0.775444  -0.36
S  4.141480  -0.357404  0.097261  1.15
H  1.045204  0.568761  1.556890  0.13
H  0.578963  -1.035949  0.739470  0.13
H  0.595579  1.428773  4.103861  0.01
H  -0.605448  0.944934  -2.205880  0.09
H  0.834616  -0.107174  -2.053057  0.08
H  -0.833023  -0.822390  -1.690894  0.14
H  0.390721  2.670450  0.525659  0.09
H  -0.196782  2.758277  -0.954395  0.08
H  -1.350152  2.254505  0.173521  0.11
H  0.326601  0.746157  4.221696  0.02

Atoms 1-2, force components in eV/Å:
C -1.18 0.26 1.41
C -1.37 -1.44 1.04

Calculated values
LUMO energy ... -0.23904 hartree
HOMO-LUMO gap ... 8.2 eV
E ... -19681.9521 eV
Energy above the lowest of the compared OMol25 structures with the same formula, charge and spin ... 114.37 kcal per mole
Charge ... +1
Highest occupied orbital energy ... -14.683 eV

=====

Record 2
Formula: C3H10NO3
Source: OMol25
Level of theory: the ωB97M-V functional and the def2-TZVPD basis

Each line ends with the Löwdin charge.
Element x y z (Å)
O  1.192237  1.519950  0.780856  0.04
C  2.312863  1.331861  0.383733  -0.35
O  3.229015  0.776719  1.156561  0.13
H  2.674441  1.612056  -0.613510  0.16
H  4.074992  0.711218  0.686814  0.13
C  -1.626356  -0.140700  -1.056381  -0.25
O  -1.842261  -0.882172  -2.228563  -0.02
C  -0.860670  -1.020207  -0.069914  -0.12
N  -0.775760  -0.367282  1.283891  0.19
H  -2.607837  0.107580  -0.652012  0.13
H  -1.083899  0.790086  -1.240473  0.13
H  -1.204186  -0.628763  -2.903775  0.11
H  -1.357247  -1.974044  0.049975  0.14
H  0.156376  -1.202819  -0.420738  0.14
H  -1.708495  -0.091355  1.603012  0.17
H  -0.172569  0.477879  1.271410  0.11
H  -0.400640  -1.020002  1.969113  0.17

Atoms 1-2, force components in eV/Å:
O -0.29 -0.21 -0.25
C 0.31 0.17 0.17

Calculated values
LUMO energy ... -0.11736 hartree
HOMO-LUMO gap ... 11.5 eV
E ... -10899.2818 eV
Energy above the lowest of the compared OMol25 structures with the same formula, charge and spin ... 27.26 kcal per mole
Charge ... +1
Highest occupied orbital energy ... -14.691 eV

=====

Record 3
Formula: C3H10NO3
Source: OMol25
Level of theory: the ωB97M-V functional and the def2-TZVPD basis

Each line ends with the Löwdin charge.
Element x y z (Å)
C  0.591222  1.795094  -0.544994  0.02
C  0.646660  -2.595864  0.498557  -0.40
C  0.369420  0.411762  0.093442  -0.38
N  -0.971812  -0.154444  -0.506531  0.19
O  -0.681509  -2.434991  0.787320  0.03
O  1.616579  -2.583344  1.182931  0.14
O  0.370499  0.075754  1.407547  0.06
H  1.398475  2.273756  -0.117750  0.07
H  0.597858  1.715779  -1.572780  0.07
H  -0.128434  2.648899  -0.366363  0.12
H  0.758287  -2.674621  -0.689798  0.19
H  -1.020493  -0.252997  -1.522130  0.17
H  -1.728030  0.539337  -0.306834  0.18
H  -1.234237  -1.098920  -0.125424  0.12
H  -0.697749  -2.348341  1.750518  0.14
H  0.950260  -0.405169  -0.425262  0.15
H  0.000057  0.853791  1.830171  0.13

Atoms 1-2, force components in eV/Å:
C -2.48 0.37 2.62
C 1.25 -0.24 -3.75

Calculated values
LUMO energy ... -0.12980 hartree
HOMO-LUMO gap ... 11.4 eV
E ... -10897.9532 eV
Energy above the lowest of the compared OMol25 structures with the same formula, charge and spin ... 57.90 kcal per mole
Charge ... +1
Highest occupied orbital energy ... -14.913 eV

=====

Among the records above, which one has the lowest energy above the lowest of the compared OMol25 structures with the same formula, charge and spin? number 2

=====

energy above the lowest of the compared OMol25 structures with the same formula, charge and spin of number 2 (C3H10NO3)? 27.26 kcal per mole

=====

What did the first record say?
Formula: C3H10NO2S
Source: OMol25
Level of theory: the ωB97M-V functional and the def2-TZVPD basis

Each line ends with the Löwdin charge.
Element x y z (Å)
C  0.694152  0.039843  0.607706  0.00
C  -0.155870  0.116347  -1.693329  0.01
C  -0.291301  2.123292  -0.085226  0.01
N  0.023378  0.642995  -0.335507  -0.19
O  2.480396  -0.275147  -0.112362  -0.50
O  5.252608  0.291912  0.775444  -0.36
S  4.141480  -0.357404  0.097261  1.15
H  1.045204  0.568761  1.556890  0.13
H  0.578963  -1.035949  0.739470  0.13
H  0.595579  1.428773  4.103861  0.01
H  -0.605448  0.944934  -2.205880  0.09
H  0.834616  -0.107174  -2.053057  0.08
H  -0.833023  -0.822390  -1.690894  0.14
H  0.390721  2.670450  0.525659  0.09
H  -0.196782  2.758277  -0.954395  0.08
H  -1.350152  2.254505  0.173521  0.11
H  0.326601  0.746157  4.221696  0.02

Atoms 1-2, force components in eV/Å:
C -1.18 0.26 1.41
C -1.37 -1.44 1.04

Calculated values
LUMO energy ... -0.23904 hartree
HOMO-LUMO gap ... 8.2 eV
E ... -19681.9521 eV
Energy above the lowest of the compared OMol25 structures with the same formula, charge and spin ... 114.37 kcal per mole
Charge ... +1
Highest occupied orbital energy ... -14.683 eV